[1]
14
Properties=species:S:1:pos:R:3:nbo_charge:R:1 method="wB97M-V/def2-TZVPD" charge=+3 orbital_gap_ev="11.1 / 7.1" homo_ev="-25.24 / -25.16" spin_multiplicity=3
O 3.8240 -0.5533 0.2056 -0.72
C 4.9572 -0.8397 0.2555 1.13
O 6.0676 -1.1058 0.2848 -0.21
O 0.6371 0.2290 -0.2312 -0.56
C -3.0250 -0.6535 0.4428 0.65
C -0.4376 0.6921 0.0930 0.93
O -4.0602 -1.2377 0.3811 0.14
O -2.8237 0.5289 -0.1488 -0.36
C -1.6168 0.7839 -0.8350 -0.21
Au 2.1445 -0.0374 0.3910 1.51
F -0.5500 1.3792 1.1904 -0.19
H -2.0313 -1.0375 0.8750 0.25
H -1.4423 0.0562 -1.6459 0.28
H -1.6436 1.7957 -1.2583 0.35

[2]
15
Properties=species:S:1:pos:R:3:nbo_charge:R:1 method="wB97M-V/def2-TZVPD" charge=0 orbital_gap_ev=11.3 homo_ev=-10.36 smiles=N#C[C@H](N)C1CC1 spin_multiplicity=1
N 1.5216 2.6442 0.6052 -0.33
C 1.1965 1.5359 0.5302 0.26
C 0.8281 0.0991 0.3988 -0.14
N 1.9324 -0.7283 -0.0664 -0.79
C -0.3754 -0.0277 -0.5137 -0.23
C -1.7292 0.3660 -0.0010 -0.41
C -1.4056 -1.0815 -0.2427 -0.41
H 0.5451 -0.2509 1.3998 0.23
H 2.7299 -0.6329 0.5560 0.37
H 2.2384 -0.4065 -0.9810 0.36
H -0.1582 0.2023 -1.5556 0.22
H -1.7995 0.7112 1.0279 0.22
H -2.4049 0.8704 -0.6847 0.22
H -1.8645 -1.5765 -1.0930 0.22
H -1.2547 -1.7248 0.6203 0.22

[3]
17
Properties=species:S:1:pos:R:3:nbo_charge:R:1 method="wB97M-V/def2-TZVPD" charge=0 orbital_gap_ev=10.6 homo_ev=-9.70 smiles="O=CCC1COC1.[H][H]" spin_multiplicity=1
O 2.0128 -0.1159 1.0118 -0.53
C 1.5652 -1.1596 0.5958 0.45
C 0.2580 -1.2814 -0.1464 -0.52
C -0.4083 0.0611 -0.3745 -0.27
C -1.9134 0.0842 -0.6862 -0.05
O -2.1755 0.9728 0.4054 -0.53
C -0.8207 0.8595 0.8704 -0.05
H 2.1130 -2.1105 0.7662 0.11
H -0.3883 -1.9465 0.4480 0.23
H 0.4449 -1.8154 -1.0892 0.24
H 0.1806 0.6647 -1.0709 0.22
H -2.4158 -0.8862 -0.5537 0.16
H -2.2152 0.5128 -1.6488 0.18
H -0.3403 1.8337 1.0077 0.19
H -0.7592 0.2916 1.8098 0.17
H 2.3623 1.7691 -0.4036 0.02
H 2.4999 2.2661 -0.9414 -0.02

[4]
36
Properties=species:S:1:pos:R:3:nbo_charge:R:1 method="wB97M-V/def2-TZVPD" charge=-2 orbital_gap_ev="4.6 / 6.1" homo_ev="-0.23 / -1.73" spin_multiplicity=4
Re -1.2557 0.2453 -0.2952 1.10
Cl -8.1917 0.9288 -0.7866 -0.03
C -6.5398 1.0751 -0.2641 -0.11
C -6.2172 1.9062 0.7897 -0.12
Cl -7.4538 2.8101 1.6071 -0.03
C -4.8782 2.0201 1.2007 -0.14
Cl -4.4421 3.0593 2.5191 -0.02
C -3.8653 1.3081 0.5680 0.26
O -2.6072 1.3699 0.9007 -0.77
C -4.1980 0.4395 -0.5294 0.35
O -3.2248 -0.2063 -1.0955 -0.79
C -5.5327 0.3484 -0.9184 -0.18
Cl -5.9168 -0.6994 -2.2483 -0.02
Se -1.2129 -1.9028 1.4441 -0.34
C 0.5308 -2.5167 1.0016 -0.11
C 0.7430 -3.6268 0.1808 -0.31
C 2.0333 -4.0448 -0.0937 0.02
N 3.1364 -3.4589 0.3769 -0.49
C 2.9288 -2.3919 1.1557 0.01
C 1.6836 -1.8937 1.4898 -0.30
H -0.1027 -4.1469 -0.2498 0.22
H 2.1926 -4.9063 -0.7380 0.17
H 3.8216 -1.8967 1.5291 0.17
H 1.5963 -1.0078 2.1047 0.23
C 0.3693 0.5858 -0.9062 -0.56
C 1.6872 0.8642 -1.4030 0.01
C 2.6834 -0.1292 -1.3601 -0.24
C 3.9645 0.1237 -1.8192 -0.21
C 4.2981 1.3689 -2.3443 -0.28
C 3.3241 2.3599 -2.3979 -0.23
C 2.0424 2.1158 -1.9330 -0.25
H 2.4253 -1.1004 -0.9536 0.22
H 4.7111 -0.6616 -1.7692 0.20
H 5.3010 1.5641 -2.7071 0.19
H 3.5705 3.3359 -2.8035 0.19
H 1.2837 2.8881 -1.9674 0.21

Q: The lowest charge belongs to which entry?
A: C18H9Cl4NO2ReSe